Molecular formula: C32H46B3ClO34
Method: DFT, wB97M-V/def2-TZVPD

Geometry (Å):
C 2.961 -4.144 0.879
O 4.277 -4.389 1.326
C 5.252 -3.793 0.487
B 5.061 -2.227 0.362
O 4.996 -1.617 -0.896
B 3.711 -1.099 -0.976
O 3.408 -0.140 -0.040
B 4.095 -0.290 1.140
Cl 3.840 0.948 2.366
O 4.877 -1.375 1.430
H 2.300 -4.915 1.260
H 2.897 -4.184 -0.212
H 2.570 -3.197 1.249
H 5.240 -4.208 -0.523
H 6.222 -4.032 0.916
H 2.907 -1.507 -1.742
C 6.533 -0.729 -3.890
C 5.585 0.442 -3.877
O 5.302 0.635 -5.265
C 5.533 -0.542 -5.906
O 5.239 -0.765 -7.032
O 6.140 -1.430 -5.074
H 6.433 -1.360 -3.011
H 7.575 -0.419 -3.991
H 4.652 0.212 -3.357
H 6.021 1.339 -3.445
C 0.968 1.469 5.763
C 0.501 2.839 6.201
O 1.498 3.705 5.612
C 2.034 3.052 4.560
O 2.756 3.524 3.734
O 1.647 1.769 4.536
H 0.164 0.778 5.587
H 1.677 1.028 6.462
H -0.475 3.102 5.790
H 0.475 2.957 7.279
C 0.165 -3.473 6.983
C 0.828 -2.780 5.817
O 0.327 -1.435 5.929
C -0.027 -1.238 7.228
O -0.308 -0.180 7.704
O -0.006 -2.391 7.916
H 0.779 -4.256 7.420
H -0.811 -3.884 6.732
H 1.915 -2.758 5.915
H 0.565 -3.203 4.856
C 3.907 5.467 1.664
C 2.824 6.511 1.801
O 3.106 7.389 0.697
C 3.795 6.689 -0.232
O 4.024 7.083 -1.334
O 4.169 5.488 0.247
H 3.590 4.484 1.984
H 4.823 5.740 2.191
H 1.824 6.094 1.674
H 2.865 7.054 2.741
C 0.833 7.069 -3.343
C 0.840 6.640 -1.895
O -0.341 7.274 -1.382
C -1.185 7.492 -2.415
O -2.312 7.852 -2.306
O -0.570 7.252 -3.598
H 1.247 6.325 -4.017
H 1.350 8.017 -3.498
H 0.736 5.559 -1.778
H 1.724 6.977 -1.364
C -0.882 -2.267 -1.282
C -2.124 -2.692 -0.530
O -1.566 -3.230 0.685
C -0.350 -2.679 0.871
O 0.300 -2.790 1.865
O 0.041 -1.984 -0.218
H -1.034 -1.387 -1.900
H -0.470 -3.069 -1.898
H -2.770 -1.852 -0.278
H -2.709 -3.438 -1.049
C -6.165 -5.697 -0.247
C -7.261 -5.315 -1.217
O -6.890 -3.965 -1.570
C -5.571 -3.827 -1.366
O -4.918 -2.893 -1.718
O -5.065 -4.896 -0.703
H -5.912 -6.753 -0.282
H -6.393 -5.420 0.784
H -7.263 -5.932 -2.110
H -8.251 -5.336 -0.771
C -1.984 -2.720 2.807
C -3.485 -2.905 2.804
O -3.654 -4.040 3.662
C -2.585 -4.116 4.481
O -2.500 -4.847 5.415
O -1.618 -3.246 4.094
H -1.677 -1.681 2.723
H -1.482 -3.302 2.035
H -4.016 -2.055 3.238
H -3.888 -3.110 1.816
C -6.999 -10.393 -4.076
C -6.339 -9.310 -4.903
O -7.096 -8.149 -4.538
C -7.647 -8.369 -3.326
O -8.194 -7.533 -2.674
O -7.492 -9.655 -2.950
H -6.311 -11.168 -3.752
H -7.844 -10.855 -4.588
H -5.296 -9.149 -4.627
H -6.402 -9.485 -5.973
C -0.552 10.377 -4.644
C -0.964 11.770 -4.220
O 0.020 12.589 -4.862
C 0.513 11.905 -5.924
O 1.221 12.368 -6.756
O 0.084 10.618 -5.904
H -1.391 9.697 -4.760
H 0.175 9.934 -3.962
H -1.951 12.045 -4.595
H -0.940 11.916 -3.143

Values from the calculation:
LUMO, eV: -0.08
Molar mass, g/mol: 1042.57
Energy, eV: -118102.528
Kohn-Sham gap, hartree: 0.3706
Highest occupied orbital energy, eV: -10.17

Here are the Mulliken charges for atoms 1 to 2, given in e: atom 1 (C): -0.647, atom 2 (O): -0.474